# 1
{
  "formula": "C23H23BCl2F3N6O3Ti",
  "method": "wB97M-V/def2-TZVPD",
  "energy_ha": -3538.7000,
  "relative_energy_ev": 2.023,
  "total_charge": 1,
  "orbital_gap_ev": 7.1,
  "elements": ["Ti", "C", "C", "N", "N", "C", "B", "N", "C", "C", "C", "N", "N", "C", "C", "C", "N", "H", "H", "H", "H", "H", "H", "H", "H", "H", "H", "C", "C", "C", "O", "C", "O", "O", "H", "H", "H", "H", "H", "H", "H", "F", "C", "F", "F", "C", "C", "C", "C", "C", "C", "C", "C", "H", "H", "H", "H", "Cl", "C", "Cl", "H", "H"],
  "xyz": [[-0.15088, 0.05319, 0.09276], [-0.73008, -4.08550, 0.23637], [-0.46650, -2.93551, -0.50078], [-0.32301, -1.90136, 0.33324], [-0.49344, -2.35139, 1.58422], [-0.73793, -3.66428, 1.55560], [-0.19828, -1.43735, 2.78350], [-1.14409, -0.22710, 2.76268], [-2.00485, 0.14726, 3.71549], [-2.58145, 1.34390, 3.33548], [-1.99200, 1.64246, 2.11092], [-1.12303, 0.68869, 1.78373], [1.19941, -0.85374, 2.53264], [2.32795, -0.97599, 3.24069], [3.26448, -0.10484, 2.71876], [2.60874, 0.52707, 1.66928], [1.36370, 0.05882, 1.55556], [-0.88195, -5.07998, -0.13432], [-0.38614, -2.82265, -1.57171], [-0.88891, -4.21554, 2.46091], [-0.27477, -2.02400, 3.79978], [-2.14980, -0.44187, 4.59831], [-3.31607, 1.91068, 3.86750], [-2.14673, 2.49466, 1.47029], [2.41143, -1.67677, 4.04704], [4.26935, 0.04976, 3.04908], [2.97618, 1.30069, 1.02235], [-4.33171, -1.90314, -1.15731], [-3.52389, -0.70546, -0.67643], [-4.34457, 0.58684, -0.72214], [-3.00060, -0.92636, 0.63896], [-2.25134, -0.51059, -1.52631], [-2.00443, -1.11640, -2.53474], [-1.44954, 0.36962, -1.00166], [-5.32386, -1.89352, -0.71095], [-3.83316, -2.83319, -0.88942], [-4.42154, -1.86213, -2.23863], [-5.24659, 0.48286, -0.12031], [-4.63095, 0.80057, -1.74856], [-3.75960, 1.42109, -0.33388], [-3.75775, -1.07057, 1.22155], [8.50072, 1.12363, 0.75001], [7.88859, -0.06431, 0.73625], [7.65282, -0.38879, 2.02996], [8.77328, -0.95809, 0.28280], [6.60053, -0.06139, -0.03522], [6.00481, -1.28053, -0.33892], [4.73376, -1.30877, -0.87489], [4.05038, -0.11336, -1.11163], [4.69911, 1.10860, -0.89758], [5.96671, 1.13329, -0.35084], [2.64454, -0.12518, -1.29067], [1.43784, -0.10022, -1.12083], [6.53288, -2.19829, -0.13382], [4.24697, -2.25074, -1.08121], [4.18478, 2.03239, -1.12547], [6.45679, 2.07289, -0.14844], [0.82317, 3.09938, 1.90542], [0.42310, 3.90573, 0.38165], [0.09299, 2.63707, -0.83132], [1.26847, 4.51174, 0.05425], [-0.47430, 4.50775, 0.51883]],
  "lowdin_charge": [0.984, 0.004, -0.061, -0.061, 0.002, -0.010, -0.486, -0.008, -0.028, -0.011, -0.145, -0.104, -0.006, -0.023, -0.003, -0.157, -0.089, 0.112, 0.134, 0.137, 0.131, 0.134, 0.108, 0.114, 0.133, 0.108, 0.095, 0.007, -0.502, 0.014, -0.023, -0.522, 0.156, -0.194, 0.094, 0.092, 0.098, 0.098, 0.106, 0.079, 0.125, 0.150, -0.592, 0.134, 0.156, -0.108, 0.009, 0.003, -0.250, -0.025, 0.008, -0.073, -0.102, 0.130, 0.125, 0.124, 0.126, 0.645, -0.865, 0.687, 0.046, 0.043]
}


# 2
{
  "formula": "C30H43As3N3O3PRuS",
  "method": "wB97M-V/def2-TZVPD",
  "multiplicity": 2,
  "energy_ha": -9100.4540,
  "relative_energy_ev": 0.000,
  "total_charge": 1,
  "s2": 0.758,
  "orbital_gap_ev": [8.4, 6.4],
  "elements": ["Ru", "C", "As", "C", "C", "C", "C", "C", "As", "C", "C", "C", "As", "C", "C", "H", "H", "H", "H", "H", "H", "H", "H", "H", "H", "H", "H", "H", "H", "H", "H", "H", "H", "H", "H", "H", "H", "H", "H", "H", "H", "H", "N", "C", "C", "C", "C", "C", "C", "P", "C", "C", "C", "C", "C", "C", "C", "C", "C", "C", "C", "C", "H", "H", "H", "H", "H", "H", "H", "H", "H", "H", "H", "H", "H", "H", "H", "H", "O", "N", "O", "O", "S", "C", "N"],
  "xyz": [[0.07211, -0.46991, 0.11420], [2.37300, -3.45024, 0.93440], [2.25062, -1.57932, 0.45618], [3.56169, -1.48094, -0.95834], [3.31267, -0.60179, 1.78544], [2.88043, -0.43404, 3.24995], [4.01243, 0.33436, 3.94828], [1.61806, 0.42862, 3.39438], [-0.03995, -0.19645, 2.59952], [-1.26166, 1.17168, 3.23340], [-0.67239, -1.69382, 3.65419], [2.71270, -1.80748, 3.91102], [2.31480, -1.81349, 5.85639], [4.13504, -2.05801, 6.53679], [1.80412, -3.70465, 5.91336], [1.64954, -3.71514, 1.70184], [3.38232, -3.64766, 1.29192], [2.16795, -4.04523, 0.04672], [4.54193, -1.68707, -0.52941], [3.55235, -0.48829, -1.40583], [3.34032, -2.22563, -1.71592], [3.46036, 0.37889, 1.32520], [4.28079, -1.11102, 1.77148], [4.20673, 1.28352, 3.44582], [4.93555, -0.24890, 3.94529], [3.75064, 0.55449, 4.98535], [1.78134, 1.40972, 2.93936], [1.40194, 0.58732, 4.45360], [-1.26412, 1.15890, 4.32304], [-2.27368, 0.96326, 2.88531], [-0.93985, 2.14565, 2.87909], [-0.43216, -1.52208, 4.70300], [-0.24001, -2.63068, 3.31240], [-1.75402, -1.75247, 3.53406], [3.61689, -2.40341, 3.75180], [1.89324, -2.35695, 3.44425], [4.68321, -1.11838, 6.51842], [4.67176, -2.80511, 5.95156], [4.07154, -2.39570, 7.57059], [0.82138, -3.84265, 5.46316], [1.75024, -4.02696, 6.95215], [2.53290, -4.32228, 5.38746], [-1.66068, 0.81693, -0.09280], [-1.83306, 1.47065, -1.39353], [-2.72171, 2.53056, -1.50784], [-2.87593, 3.16332, -2.72808], [-2.14922, 2.73436, -3.83336], [-1.27396, 1.67141, -3.71458], [-1.09560, 1.03695, -2.48458], [-0.13143, -0.49769, -2.30466], [1.37406, -0.29372, -3.27976], [2.05263, -1.42210, -3.74464], [3.23808, -1.28144, -4.44664], [3.77027, -0.01755, -4.66461], [3.11820, 1.10451, -4.17487], [1.92052, 0.97121, -3.48680], [-1.23292, -1.64070, -3.20522], [-2.51304, -1.83344, -2.68377], [-3.43352, -2.62775, -3.34302], [-3.09098, -3.23552, -4.54335], [-1.83513, -3.02284, -5.08556], [-0.90968, -2.22511, -4.42595], [-1.46214, 1.55729, 0.58347], [-2.52618, 0.36394, 0.18749], [-3.27963, 2.86462, -0.64117], [-3.56235, 3.99399, -2.81916], [-2.27375, 3.22771, -4.78759], [-0.72527, 1.32223, -4.58083], [1.66085, -2.41411, -3.54919], [3.75231, -2.15949, -4.81509], [4.69766, 0.09106, -5.21128], [3.53869, 2.08929, -4.32840], [1.43140, 1.85356, -3.09334], [-2.80224, -1.35969, -1.75438], [-4.41928, -2.77070, -2.92086], [-3.80641, -3.86278, -5.05797], [-1.56675, -3.47581, -6.03054], [0.05061, -2.05850, -4.88685], [1.50770, 3.08881, -0.91760], [0.95850, 2.38204, -0.11684], [0.07432, 2.74320, 0.65843], [1.37113, 1.11949, -0.04442], [-1.11906, -2.42003, 0.30968], [-0.36724, -3.47701, -0.77367], [0.18048, -4.15457, -1.53254]],
  "mulliken_spin": [0.821, 0.009, 0.005, -0.005, -0.005, 0.004, -0.001, -0.003, 0.013, -0.002, 0.003, 0.003, 0.000, 0.000, 0.000, 0.000, 0.000, -0.002, -0.001, 0.000, 0.000, 0.000, -0.001, 0.000, 0.000, 0.000, 0.001, -0.001, 0.000, 0.000, 0.000, 0.000, -0.002, -0.001, 0.000, -0.004, 0.000, 0.000, 0.000, 0.000, 0.000, 0.000, -0.022, -0.001, -0.001, 0.001, 0.000, 0.002, -0.011, -0.020, 0.007, -0.003, 0.000, -0.001, 0.001, 0.000, -0.004, -0.003, -0.002, -0.002, 0.001, -0.002, 0.001, 0.002, 0.000, 0.000, 0.000, 0.000, 0.000, 0.000, 0.000, 0.000, 0.000, 0.009, -0.001, 0.000, 0.000, 0.000, 0.006, -0.002, 0.002, 0.023, 0.152, -0.009, 0.045]
}


# 3
{
  "formula": "C4H9NO",
  "method": "wB97M-V/def2-TZVPD",
  "energy_ha": -287.7574,
  "relative_energy_ev": 2.041,
  "smiles": "[H]/N=C(\\C)O.C=C",
  "orbital_gap_ev": 10.1,
  "elements": ["H", "N", "C", "C", "O", "H", "H", "H", "H", "C", "C", "H", "H", "H", "H"],
  "xyz": [[-0.50142, 0.11603, -2.32550], [-0.32200, -0.37535, -1.45629], [-1.14581, -0.18544, -0.53292], [-2.43179, 0.60285, -0.57218], [-0.88244, -0.80255, 0.70438], [-3.27877, -0.06555, -0.41503], [-2.41846, 1.36346, 0.20892], [-2.54712, 1.10065, -1.53306], [-1.52437, -0.55974, 1.38524], [2.13415, -0.74987, 0.76885], [2.83202, 0.38056, 0.77168], [1.50970, -1.05106, -0.06241], [2.28080, -1.49178, 1.54079], [3.60471, 0.57837, 1.49950], [2.69079, 1.13942, 0.01803]],
  "lowdin_charge": [0.063, 0.146, -0.499, -0.023, 0.012, 0.085, 0.083, 0.078, 0.098, -0.088, -0.081, 0.012, 0.045, 0.034, 0.035]
}


# 4
{
  "formula": "C57H51BrMnN7O2P2",
  "method": "wB97M-V/def2-TZVPD",
  "multiplicity": 4,
  "energy_ha": -7143.4455,
  "relative_energy_ev": 1.937,
  "total_charge": 3,
  "s2": 3.820,
  "orbital_gap_ev": [6.8, 4.2],
  "elements": ["Mn", "C", "N", "C", "N", "C", "C", "C", "C", "C", "C", "C", "C", "C", "C", "C", "C", "C", "C", "P", "C", "N", "C", "C", "N", "C", "C", "C", "C", "C", "C", "C", "C", "C", "C", "C", "C", "C", "C", "N", "C", "C", "N", "C", "C", "C", "C", "C", "C", "C", "C", "C", "C", "C", "C", "C", "H", "H", "H", "H", "H", "H", "H", "H", "H", "H", "H", "H", "H", "H", "H", "H", "H", "H", "H", "H", "H", "H", "H", "H", "H", "H", "H", "H", "H", "H", "H", "H", "H", "H", "H", "H", "H", "H", "H", "Br", "C", "C", "C", "C", "C", "N", "C", "O", "O", "H", "H", "H", "C", "P", "C", "C", "H", "H", "H", "H", "H", "H", "H", "H", "H"],
  "xyz": [[-0.46996, -0.47991, -0.51869], [3.49900, 1.53015, 2.93507], [3.02253, 0.83531, 1.73121], [1.71675, 0.55696, 1.42109], [1.61092, -0.08273, 0.26658], [2.88531, -0.26317, -0.19060], [3.79809, 0.33253, 0.73255], [5.23751, 0.35847, 0.70791], [5.94228, -0.82851, 0.41524], [7.32235, -0.82494, 0.41144], [8.01514, 0.35215, 0.67657], [7.32526, 1.53504, 0.95332], [5.94782, 1.54093, 0.98623], [3.25495, -0.95322, -1.39060], [2.52953, -2.08968, -1.79970], [2.90231, -2.77853, -2.92924], [3.99979, -2.34613, -3.68204], [4.72444, -1.22277, -3.29206], [4.36624, -0.52855, -2.15512], [0.33035, 1.02793, 2.53914], [-0.46151, -0.60763, 2.45941], [-0.55014, -1.31495, 1.33750], [-0.80263, -2.62846, 1.68437], [-0.94169, -2.67757, 3.05966], [-0.70596, -1.40382, 3.51546], [-0.75143, -1.01133, 4.92875], [-1.34514, -3.75874, 3.98189], [-2.70174, -3.99230, 4.19994], [-3.10075, -5.00588, 5.05936], [-2.14834, -5.78530, 5.70406], [-0.79669, -5.54770, 5.49460], [-0.39232, -4.53303, 4.63890], [-0.78896, -3.72285, 0.69921], [-1.08147, -5.04463, 1.04137], [-1.07721, -6.03962, 0.07416], [-0.79019, -5.74460, -1.25128], [-0.48946, -4.43780, -1.60907], [-0.48271, -3.45881, -0.63423], [-0.64768, 1.86468, 1.27642], [-0.99818, 1.38789, 0.08212], [-1.80296, 2.35684, -0.50760], [-1.87019, 3.44414, 0.34698], [-1.13984, 3.10827, 1.45361], [-0.88981, 3.97035, 2.61408], [-2.60546, 4.71189, 0.19123], [-2.47124, 5.45591, -0.98079], [-3.17997, 6.63605, -1.13765], [-4.03084, 7.07916, -0.13361], [-4.16973, 6.34414, 1.03381], [-3.45690, 5.16582, 1.20005], [-2.57153, 2.29798, -1.77535], [-3.95283, 2.49258, -1.74007], [-4.68721, 2.54286, -2.91470], [-4.05131, 2.40894, -4.14163], [-2.67289, 2.25422, -4.18741], [-1.94017, 2.21163, -3.00892], [2.84031, 1.31311, 3.76961], [4.49785, 1.18180, 3.17960], [3.52434, 2.60691, 2.77412], [5.39540, -1.74424, 0.22677], [7.86298, -1.74090, 0.21031], [9.09804, 0.35192, 0.66512], [7.87056, 2.45161, 1.13988], [5.41363, 2.46778, 1.16004], [1.72811, -2.46005, -1.17616], [2.35869, -3.66706, -3.22491], [4.29092, -2.89440, -4.57055], [5.57258, -0.89128, -3.87882], [4.91589, 0.35696, -1.86718], [-1.74345, -1.19851, 5.33154], [-0.03391, -1.59344, 5.50166], [-0.51786, 0.04443, 5.02178], [-3.44542, -3.38278, 3.69608], [-4.15522, -5.18388, 5.22925], [-2.46285, -6.57801, 6.37185], [-0.05417, -6.15168, 6.00198], [0.66356, -4.35108, 4.46765], [-1.32948, -5.30143, 2.05989], [-1.31355, -7.05688, 0.36010], [-0.80917, -6.52325, -2.00291], [-0.27573, -4.18094, -2.64084], [-0.23972, -2.45529, -0.94978], [-1.05520, 5.00401, 2.32777], [-1.55806, 3.72400, 3.43692], [0.14012, 3.86290, 2.94290], [-1.79321, 5.11779, -1.75593], [-3.06375, 7.21905, -2.04309], [-4.58592, 8.00002, -0.26119], [-4.83706, 6.68472, 1.81544], [-3.59122, 4.57643, 2.10161], [-4.46499, 2.62137, -0.79259], [-5.75866, 2.69629, -2.87191], [-4.62737, 2.44890, -5.05823], [-2.16375, 2.19182, -5.14206], [-0.86900, 2.16760, -3.03205], [2.68903, 3.64343, -1.06309], [2.43986, 2.58727, -2.62926], [3.11224, 2.91407, -3.79758], [2.87094, 2.11979, -4.90574], [1.98010, 1.05840, -4.80703], [1.36890, 0.83221, -3.58700], [1.60274, 1.58473, -2.50738], [0.35494, -0.29224, -3.45625], [0.08331, -0.98617, -4.39141], [-0.23130, -0.44651, -2.26196], [3.78937, 3.75675, -3.83553], [3.37164, 2.33359, -5.84235], [1.72801, 0.43361, -5.65403], [-3.54853, -2.54441, -0.24831], [-2.85681, -0.91986, -0.70618], [-3.84621, 0.12487, 0.40989], [-3.51233, -0.75351, -2.38705], [-4.62515, -2.47675, -0.40797], [-3.36267, -2.78107, 0.79604], [-3.15271, -3.33986, -0.87428], [-4.89168, -0.16575, 0.31104], [-3.74158, 1.18238, 0.19442], [-3.52356, -0.06155, 1.43773], [-4.59876, -0.83005, -2.34769], [-3.11493, -1.57969, -2.98017], [-3.22267, 0.18232, -2.85547]],
  "mulliken_spin": [2.104, -0.001, -0.013, 0.165, -0.031, 0.179, 0.109, 0.093, 0.089, -0.033, 0.082, -0.007, 0.052, 0.092, 0.029, 0.008, 0.109, -0.029, 0.074, -0.001, 0.015, -0.043, 0.012, -0.002, 0.006, -0.001, 0.002, 0.000, 0.000, 0.000, 0.000, 0.000, -0.005, 0.001, -0.001, 0.001, -0.004, 0.020, 0.037, -0.060, 0.025, 0.000, 0.001, 0.000, 0.001, 0.000, 0.000, 0.000, 0.000, 0.001, -0.004, -0.001, 0.000, 0.000, 0.001, 0.002, -0.004, 0.002, -0.001, 0.003, 0.000, 0.001, 0.001, 0.000, 0.012, 0.004, -0.002, 0.002, -0.003, 0.000, 0.000, 0.000, 0.000, 0.000, 0.000, 0.000, 0.000, 0.000, 0.000, 0.000, 0.000, -0.035, 0.000, 0.000, 0.000, 0.000, 0.000, 0.000, 0.000, 0.000, 0.000, 0.000, 0.000, 0.000, -0.002, 0.001, -0.001, -0.001, 0.000, 0.005, 0.021, 0.010, -0.040, 0.021, 0.084, 0.000, 0.000, 0.000, -0.016, -0.124, -0.008, -0.004, -0.003, 0.002, 0.001, -0.004, 0.003, 0.002, -0.001, 0.001, -0.001]
}


# 5
{
  "formula": "C4H8O",
  "method": "wB97M-V/def2-TZVPD",
  "energy_ha": -232.3156,
  "relative_energy_ev": 3.538,
  "smiles": "CCCC=O",
  "orbital_gap_ev": 8.7,
  "elements": ["C", "C", "C", "C", "O", "H", "H", "H", "H", "H", "H", "H", "H"],
  "xyz": [[-1.79858, 0.14134, 0.21002], [-0.50714, -0.08077, -0.57450], [0.72721, 0.01348, 0.29858], [2.11964, 0.16040, -0.52141], [2.08190, -1.05630, -0.65632], [-1.82997, 1.13768, 0.66481], [-1.92432, -0.59907, 1.01006], [-2.66022, 0.05266, -0.45769], [-0.53897, -1.06867, -1.05752], [-0.40156, 0.65631, -1.37437], [0.89424, 0.90119, 0.87026], [0.74632, -0.83533, 1.03049], [3.08811, 0.55962, -0.06408]],
  "lowdin_charge": [-0.117, -0.271, -0.217, -0.144, -0.017, 0.073, 0.074, 0.068, 0.116, 0.109, 0.083, 0.125, 0.118]
}